[1]
ORCA calculation (ωB97M-V/def2-TZVPD) on C19H23N3O3S in the gas phase.

Summary:
Energy relative to the best compared isomer or geometry (same formula, charge and spin)   41.7 kcal per mole
2S+1   1
SMILES   COc1ccc(-n2ccnc(SCC(=O)NC3CCCCC3)c2=O)cc1
F_max   0.9 eV Å⁻¹
Total energy   -1526.0118 a.u.
HOMO-LUMO gap   8.2 eV

```
49
C19H23N3O3S ωB97M-V/def2-TZVPD
C -7.40952 -0.83772 -0.92405
O -6.37024 -1.59282 -0.34758
C -5.19673 -0.97359 -0.06057
C -4.19410 -1.78823 0.47307
C -2.96508 -1.26280 0.79967
C -2.71594 0.09276 0.60590
N -1.44292 0.62078 0.94588
C -0.91541 0.35768 2.16696
C 0.32586 0.80395 2.49598
N 1.10866 1.42962 1.59464
C 0.62383 1.66500 0.42176
S 1.69426 2.37323 -0.79024
C 1.44745 1.08925 -2.07990
C 1.66227 -0.23292 -1.36446
O 0.73988 -0.94518 -1.01903
N 2.95515 -0.49552 -1.10432
C 3.37797 -1.56321 -0.22121
C 3.67839 -1.02224 1.18255
C 4.93389 -0.15475 1.19873
C 6.12886 -0.92881 0.65112
C 5.84839 -1.41565 -0.76725
C 4.59508 -2.28788 -0.79975
C -0.74072 1.36244 -0.00633
O -1.24028 1.70832 -1.05763
C -3.70277 0.90747 0.07472
C -4.93766 0.37899 -0.25807
H -8.22797 -1.53793 -1.08289
H -7.10842 -0.40893 -1.88477
H -7.74347 -0.03759 -0.25573
H -4.40397 -2.83686 0.60985
H -2.18382 -1.90264 1.18107
H -1.53811 -0.19935 2.85038
H 0.75871 0.64328 3.46993
H 2.18888 1.28576 -2.85084
H 0.43659 1.16933 -2.47445
H 3.63961 0.21441 -1.31296
H 2.52676 -2.25126 -0.16922
H 3.81262 -1.87000 1.85734
H 2.82395 -0.43939 1.53153
H 4.77005 0.74651 0.60439
H 5.13582 0.16600 2.22213
H 6.32618 -1.78972 1.29420
H 7.01842 -0.29582 0.65753
H 6.69842 -1.99269 -1.13731
H 5.72558 -0.55657 -1.43082
H 4.77000 -3.18788 -0.20742
H 4.37838 -2.59648 -1.82432
H -3.50971 1.95582 -0.08431
H -5.68673 1.03507 -0.67104
```

[2]
ORCA calculation (ωB97M-V/def2-TZVPD) on C6H9N in the gas phase.

Summary:
Energy relative to the best compared isomer or geometry (same formula, charge and spin)   82.3 kcal per mole
2S+1   1
F_max   0.4 eV Å⁻¹
Total energy   -288.6508 a.u.
HOMO-LUMO gap   7.6 eV

```
16
C6H9N ωB97M-V/def2-TZVPD
C -1.31266 2.12967 0.07663
C -0.43635 0.92797 0.26528
C -0.51678 -0.11807 1.12571
C 0.01253 -2.18429 -0.05432
C 0.65257 -0.99553 0.70919
C 1.43661 -0.22584 -0.30473
N 0.74327 0.83561 -0.56466
H -2.36322 1.84688 0.18431
H -1.20846 2.59884 -0.91142
H -1.10295 2.89937 0.83160
H 0.77152 -2.83561 -0.50230
H -0.67692 -1.80805 -0.82121
H -0.59838 -2.75401 0.64867
H 1.28449 -1.38458 1.52002
H 2.35674 -0.43722 -0.83505
H 0.96753 1.48703 -1.30976
```

[3]
ORCA calculation (ωB97M-V/def2-TZVPD) on a gas-phase ion, C7H12N3O2S (charge +1) in a non-equilibrium geometry.

Summary:
Energy relative to the best compared isomer or geometry (same formula, charge and spin)   112.0 kcal per mole
Total charge   +1
2S+1   1
F_max   3.0 eV Å⁻¹
Total energy   -986.4189 a.u.
HOMO-LUMO gap (spin up / spin down)   7.6 / 6.8 eV

```
25
C7H12N3O2S ωB97M-V/def2-TZVPD
C -1.61470 -0.88984 -0.73955
C -0.32580 -1.38383 -0.56069
C -0.05149 1.53531 -0.13981
C 0.18113 -3.40526 0.86896
C 2.31936 0.94626 0.24928
C -1.29917 4.07752 0.27916
C -0.11465 -2.88079 -0.66354
N 0.74808 -0.64683 -0.32901
N 0.98156 0.66498 -0.11355
N -1.25622 0.86530 -0.44633
O -2.75202 -1.16877 -0.88270
O -2.36727 1.41947 -0.39708
S 0.29299 3.19577 0.37448
H -0.64549 -2.93823 1.36894
H 1.14749 -3.05505 1.23106
H 0.10474 -4.51058 0.94144
H 2.48375 1.15957 1.25363
H 2.93724 0.06934 -0.01323
H 2.58434 1.84143 -0.35919
H -1.23280 4.81584 -0.60158
H -1.52033 4.66539 1.20383
H -2.05299 3.26013 0.25392
H -0.96594 -3.26483 -1.17318
H 0.76678 -3.18213 -1.19392
H 1.65140 -1.19018 -0.41133
```

[4]
ORCA calculation (ωB97M-V/def2-TZVPD) on a molecular structure, C5H12Cl7HgO2 in a non-equilibrium geometry.

Summary:
Energy relative to the best compared isomer or geometry (same formula, charge and spin)   38.1 kcal per mole
Total charge   -1
2S+1   1
F_max   4.2 eV Å⁻¹
Total energy   -3722.8792 a.u.
HOMO-LUMO gap   6.4 eV

```
27
C5H12Cl7HgO2 ωB97M-V/def2-TZVPD
Hg 0.92110 0.85108 -0.45983
C -0.90220 3.19391 -1.62640
O 0.36760 3.00000 -1.08522
H -1.63015 2.39625 -1.43374
H -1.28383 4.16965 -1.26830
H -0.85476 3.41459 -2.70955
C 3.39099 1.30699 1.46623
O 2.39277 2.07940 0.83265
H 3.16698 0.23972 1.36341
H 4.37695 1.55240 1.05455
H 3.42052 1.47442 2.55579
Cl 2.29309 0.45112 -2.64003
C -1.26410 -2.28644 -2.72601
Cl -1.06614 -0.83821 -1.71608
Cl -1.44701 -3.68983 -1.72175
H -2.08023 -2.24542 -3.44071
H -0.33588 -2.40197 -3.28068
C 1.26341 -2.93759 1.85822
Cl -0.40319 -3.60720 1.84314
Cl 1.37776 -1.61640 0.66431
H 1.41264 -2.59447 2.87569
H 1.98236 -3.71303 1.62028
C -3.09452 0.38663 1.70092
Cl -3.92705 -0.49700 0.40636
Cl -1.38181 0.73796 1.31867
H -3.62747 1.31215 1.89669
H -3.06782 -0.13867 2.65140
```

- The lowest energy relative to the best compared isomer or geometry (same formula, charge and spin) belongs to which entry?
  C5H12Cl7HgO2

- What is the energy relative to the best compared isomer or geometry (same formula, charge and spin) in the third record?
  112.0 kcal per mole

- Look up the total energy of the second one.
  -288.6508 a.u.